# 1
Computed, not measured: a structure of composition C8H24Be2O12Ti at a distorted geometry, with ωB97M-V/def2-TZVPD.

Last column: Mulliken charge in e.
Atoms and positions in Å:
Ti: 1.16 -2.94 0.25  1.107
Be: 0.41 -1.03 -3.06  1.003
Be: -2.49 -1.87 -0.22  0.922
C: -0.83 -3.33 -1.95  1.189
O: -1.21 -3.69 -0.78  -0.784
O: 0.42 -3.26 -2.16  -0.790
O: -1.56 -2.40 -2.48  -0.607
C: -0.04 -0.46 -0.37  0.975
O: -0.40 -1.16 0.65  -0.695
O: 1.16 -0.59 -0.79  -1.201
O: -0.91 -0.08 -1.22  -0.618
C: -1.50 0.97 -5.10  -0.708
O: -1.43 0.29 -3.86  -0.274
H: -1.04 1.96 -5.05  0.306
H: -1.03 0.46 -5.94  0.295
H: -2.55 1.13 -5.35  0.271
H: -1.76 0.89 -3.16  0.527
C: 0.82 -0.17 4.20  -0.544
O: 0.37 -1.34 3.54  -0.534
H: -0.01 0.51 4.36  0.254
H: 1.30 -0.49 5.13  0.306
H: 1.62 0.39 3.70  0.185
H: -0.05 -1.17 2.70  0.293
C: 3.06 1.79 0.84  -0.629
O: 3.42 0.52 0.34  -0.557
H: 2.99 2.57 0.07  0.280
H: 2.07 1.77 1.31  0.150
H: 3.72 2.15 1.62  0.315
H: 2.64 0.20 -0.12  0.387
C: -3.15 3.05 -1.29  -0.522
O: -2.33 2.13 -1.99  -0.648
H: -2.49 3.73 -0.74  0.285
H: -3.93 3.55 -1.85  0.318
H: -3.71 2.53 -0.50  0.079
H: -1.93 1.54 -1.34  0.341
C: -2.47 0.64 1.97  -0.566
O: -3.32 0.18 0.92  -0.385
H: -2.90 1.40 2.62  0.441
H: -2.15 -0.17 2.62  0.193
H: -1.60 1.09 1.49  0.173
H: -4.17 0.62 1.00  0.265
C: 4.62 -2.09 1.83  -0.743
O: 3.25 -2.08 1.44  -0.521
H: 5.30 -1.64 1.11  0.292
H: 4.77 -1.61 2.79  0.267
H: 4.87 -3.14 1.96  0.312
H: 3.00 -1.35 0.86  0.595

## Properties
- Multiplicity: 4
- Charge: +1
- LUMO level (spin up / spin down): -6.0 / -5.2 eV
- Kohn-Sham gap (spin up / spin down): 0.1340 / 0.2724 Eh
- HOMO energy (spin up / spin down): -9.65 / -12.65 eV
- Relative energy (zero: lowest compared OMol25 entry of this formula, charge and spin): 1.971 eV

=====

# 2
Computed, not measured: a structure of composition C2H4NO2 at a distorted geometry, with ωB97M-V/def2-TZVPD.

Last column: Mulliken charge in e.
Atoms and positions in Å:
C: 0.55 0.65 -0.02  -0.356
C: 0.03 -0.86 0.04  -0.270
N: 1.79 0.04 -0.03  0.956
O: 2.85 0.44 0.04  -0.334
O: 1.40 -1.22 -0.03  -0.195
H: 0.23 1.19 -0.97  0.307
H: 0.22 1.15 0.81  0.296
H: -0.48 -1.16 0.95  0.277
H: -0.72 -1.17 -0.61  0.319

## Properties
- Charge: +1
- LUMO level: -7.1 eV
- Kohn-Sham gap: 0.4095 Eh
- HOMO energy: -18.21 eV
- Relative energy (zero: lowest compared OMol25 entry of this formula, charge and spin): 4.932 eV

=====

# 3
Computed, not measured: the molecule C5H6O, with ωB97M-V/def2-TZVPD.

Last column: Mulliken charge in e.
Atoms and positions in Å:
C: 0.23 -1.46 -0.84  -1.209
C: -0.24 -0.61 0.16  0.050
C: -0.41 0.87 -0.31  0.686
O: -0.56 1.02 -1.57  -0.305
C: -0.28 1.90 0.64  -0.642
C: 0.39 1.41 1.63  -0.242
H: -0.11 -2.49 -0.88  0.270
H: 1.18 -1.25 -1.32  0.328
H: -0.50 0.06 -1.90  0.385
H: 0.46 -0.15 1.21  0.067
H: -1.15 -0.95 0.66  0.273
H: 0.98 1.66 2.51  0.340

## Properties
- Charge: 0
- LUMO level (spin up / spin down): -0.7 / -0.7 eV
- Kohn-Sham gap (spin up / spin down): 0.2534 / 0.2531 Eh
- HOMO energy (spin up / spin down): -7.63 / -7.62 eV
- Relative energy (zero: lowest compared OMol25 entry of this formula, charge and spin): 6.608 eV

=====

# 4
Computed, not measured: a structure of composition C22H32AsBrMnN6O4 at a distorted geometry, with ωB97M-V/def2-TZVPD.

Last column: Mulliken charge in e.
Atoms and positions in Å:
Mn: -1.18 -0.65 -1.61  1.561
N: -0.18 -0.76 0.70  -0.350
C: -0.60 0.50 1.33  0.418
C: 0.01 0.84 2.71  -1.067
C: 1.49 0.56 2.97  -0.786
C: 2.48 1.43 2.21  -0.298
N: 2.10 2.83 2.25  0.135
C: 2.67 3.83 2.90  0.802
N: 2.13 5.05 2.81  -0.352
N: 3.75 3.66 3.67  -0.331
C: -0.49 1.61 0.23  0.625
O: 0.01 2.71 0.48  -0.875
O: -1.00 1.26 -0.88  -0.768
H: -0.49 -1.55 1.26  0.301
H: 0.83 -0.82 0.62  0.205
H: -1.68 0.41 1.49  -0.175
H: -0.56 0.28 3.45  0.494
H: -0.19 1.90 2.90  0.411
H: 1.72 -0.49 2.77  0.406
H: 1.65 0.71 4.04  0.358
H: 2.52 1.15 1.16  -0.408
H: 3.48 1.29 2.63  0.542
H: 1.25 3.03 1.70  0.247
H: 1.37 5.22 2.18  0.181
H: 2.54 5.84 3.26  0.181
H: 4.16 2.75 3.82  0.164
H: 4.19 4.44 4.12  0.208
Br: 4.25 4.68 -2.20  -0.142
C: 3.34 3.03 -2.31  -0.056
C: 2.05 2.98 -2.83  -0.594
C: 1.35 1.79 -2.81  -0.267
C: 1.93 0.64 -2.28  0.069
C: 3.26 0.69 -1.84  -0.201
C: 3.96 1.88 -1.85  -0.763
N: 1.19 -0.56 -2.15  0.286
C: 1.74 -1.67 -2.43  -0.318
C: 1.04 -2.93 -2.19  0.414
C: 1.68 -4.15 -2.36  -1.009
C: 0.96 -5.32 -2.18  -0.369
C: -0.38 -5.23 -1.82  -0.789
C: -0.93 -3.97 -1.63  -0.223
N: -0.24 -2.85 -1.80  0.168
H: 1.60 3.87 -3.24  0.467
H: 0.35 1.75 -3.21  0.203
H: 3.73 -0.21 -1.46  0.462
H: 4.98 1.92 -1.50  0.479
H: 2.74 -1.72 -2.88  0.575
H: 2.73 -4.18 -2.64  0.484
H: 1.43 -6.28 -2.32  0.454
H: -0.98 -6.11 -1.69  0.449
H: -1.96 -3.85 -1.32  0.386
C: -3.94 -2.20 1.82  -1.007
As: -4.38 -1.39 0.12  0.537
C: -5.61 -2.57 -0.78  -1.103
C: -5.19 0.35 0.34  -1.010
O: -2.98 -1.26 -0.76  -0.988
H: -4.85 -2.47 2.35  0.431
H: -3.35 -1.51 2.43  0.295
H: -3.35 -3.09 1.61  0.348
H: -6.55 -2.63 -0.24  0.422
H: -5.17 -3.57 -0.83  0.361
H: -5.78 -2.21 -1.79  0.370
H: -5.88 0.33 1.19  0.423
H: -5.74 0.59 -0.56  0.375
H: -4.41 1.09 0.51  0.290
O: -2.78 -0.19 -4.08  -0.112
C: -1.85 -0.52 -3.55  0.377

## Properties
- Multiplicity: 6
- Charge: +2
- LUMO level (spin up / spin down): -5.5 / -5.6 eV
- Kohn-Sham gap (spin up / spin down): 0.2775 / 0.2760 Eh
- HOMO energy (spin up / spin down): -13.03 / -13.07 eV
- Relative energy (zero: lowest compared OMol25 entry of this formula, charge and spin): 0.804 eV

=====

# 5
Computed, not measured: the molecule C5H8O2 at a distorted geometry, with ωB97M-V/def2-TZVPD.

Last column: Mulliken charge in e.
Atoms and positions in Å:
C: -0.88 1.54 -0.39  -1.480
C: -0.02 0.30 -0.50  1.465
O: 0.94 0.42 -1.51  -0.603
C: 0.74 0.03 0.83  -0.835
O: 1.70 -0.99 0.66  -0.557
C: -0.87 -0.92 -0.65  -0.678
C: -1.20 -1.91 -0.06  -0.333
H: -0.27 2.38 -0.04  0.350
H: -1.70 1.36 0.32  0.351
H: -1.31 1.78 -1.36  0.386
H: 1.62 -0.24 -1.27  0.430
H: 0.04 -0.20 1.64  0.362
H: 1.30 0.94 1.08  0.404
H: 1.23 -1.83 0.58  0.346
H: -1.32 -2.67 0.67  0.394

## Properties
- Charge: 0
- LUMO level: 0.7 eV
- Kohn-Sham gap: 0.4018 Eh
- HOMO energy: -10.23 eV
- Relative energy (zero: lowest compared OMol25 entry of this formula, charge and spin): 2.905 eV
- SMILES: C#C[C@](C)(O)CO

=====

# 6
Computed, not measured: a cluster of 3 separate species, C23H32BBr2IN2O5S in total at a distorted geometry, with ωB97M-V/def2-TZVPD.

Last column: Mulliken charge in e.
Atoms and positions in Å:
C: -1.78 3.20 -2.34  -1.054
C: -1.69 1.65 -1.88  -0.121
C: -0.53 1.46 -0.76  -0.687
Br: -0.86 2.63 0.86  -0.085
C: -0.34 -0.08 -0.38  0.342
C: -1.48 -0.84 0.43  0.731
C: -2.84 -0.17 0.92  -1.379
C: -1.29 -2.35 0.85  0.278
S: -2.65 -3.19 1.82  -0.216
C: -0.01 -3.19 0.45  0.225
N: 0.01 -4.56 0.92  -0.406
C: 1.23 -5.14 0.47  0.730
C: 1.49 -6.68 0.93  -0.497
C: 0.77 -6.89 2.38  0.217
O: 0.88 -6.09 3.33  -0.468
I: -0.42 -8.71 2.58  -0.007
C: 2.34 -4.49 -0.40  -0.434
Br: 3.98 -5.49 -0.95  -0.148
N: 2.25 -3.14 -0.83  -0.367
C: 1.07 -2.46 -0.38  0.082
C: 0.92 -0.93 -0.78  -0.268
B: 2.14 -0.28 -1.67  0.736
O: 1.82 0.61 -2.79  -0.612
O: 3.54 -0.52 -1.42  -0.340
C: 4.00 0.11 -0.19  -0.493
H: -2.05 3.26 -3.47  0.312
H: -0.79 3.75 -2.11  0.259
H: -2.63 3.75 -1.79  0.287
H: -1.44 0.95 -2.77  0.362
H: -2.72 1.33 -1.51  0.227
H: 0.41 1.94 -1.24  0.138
H: -2.90 -0.16 2.06  0.257
H: -3.05 0.86 0.50  0.198
H: -3.71 -0.84 0.56  0.431
H: -2.94 -2.45 2.95  0.174
H: 2.60 -6.86 1.12  0.404
H: 1.01 -7.37 0.16  0.362
H: 2.23 1.47 -2.52  0.224
H: 4.71 0.98 -0.51  0.073
H: 3.18 0.46 0.51  0.303
H: 4.70 -0.66 0.32  0.225
C: -6.67 1.22 4.09  -0.576
C: -6.08 0.79 5.42  -0.544
C: -5.15 -0.33 5.01  -0.519
O: -4.69 -0.03 3.68  -0.320
C: -5.49 1.05 3.16  -0.374
H: -7.07 2.23 4.09  0.339
H: -7.47 0.53 3.80  0.270
H: -5.51 1.61 5.85  0.268
H: -6.83 0.48 6.15  0.331
H: -5.68 -1.29 4.97  0.295
H: -4.29 -0.43 5.68  0.275
H: -4.86 1.95 3.14  0.272
H: -5.79 0.81 2.13  0.266
C: 6.12 3.29 -3.75  -0.474
C: 5.21 3.45 -4.95  -0.567
C: 3.84 3.44 -4.30  -0.230
O: 3.99 3.99 -2.98  -0.390
C: 5.39 4.08 -2.68  -0.421
H: 7.14 3.64 -3.92  0.340
H: 6.17 2.23 -3.46  0.213
H: 5.39 4.42 -5.42  0.264
H: 5.33 2.68 -5.70  0.337
H: 3.46 2.42 -4.19  0.139
H: 3.11 4.02 -4.86  0.274
H: 5.67 5.14 -2.72  0.277
H: 5.58 3.70 -1.68  0.261

## Properties
- Charge: 0
- LUMO level: -1.3 eV
- Kohn-Sham gap: 0.2602 Eh
- HOMO energy: -8.38 eV
- SMILES: CC[C@@H](Br)c1c(C)c(S)c2nc(CC(=O)I)c(Br)nc2c1B(O)OC.C1CCOC1.C1CCOC1